1.
ORCA calculation (ωB97M-V/def2-TZVPD) on a cluster of 2 separate species, C4H8BrN2O in total.

XYZ file:
```
16
Properties=species:S:1:pos:R:3:forces:R:3
C 0.453 -0.036 -2.439 -1.8162 -0.5623 -3.0363
C 1.407 0.225 -1.556 -0.5100 0.9266 -0.4077
C -0.911 -0.272 -2.033 -0.6998 -0.0678 -0.1096
C -1.991 -0.957 -2.348 0.4018 0.4500 0.0140
N -0.028 0.032 0.360 0.8814 -1.5870 -0.9874
N 0.498 0.906 2.754 4.2087 -1.5428 -0.4005
O 1.126 0.479 -0.268 1.1949 0.1264 1.6296
Br -1.482 0.890 -0.464 -0.0570 0.9450 -0.0510
H 0.505 0.047 -3.625 0.6206 -0.3513 2.8585
H 2.398 0.534 -1.871 -0.0014 -0.1383 0.5329
H 0.108 0.271 1.459 0.2174 1.1233 -0.8312
H -2.919 -0.701 -1.921 -0.8767 0.2103 0.6495
H -2.103 -1.770 -3.003 0.6793 -0.9085 -1.1323
H 0.461 0.027 3.329 -0.0776 1.8983 -0.1588
H -0.182 1.610 2.871 -0.6899 0.7311 0.9564
H 1.545 1.312 2.684 -3.4756 -1.2530 0.4742
```
Positions in Å, forces in eV/Å.

Values from the calculation:
ΔE to the lowest compared entry with this formula, charge and spin: 459.46 kJ/mol
frontier orbital gap: 0.32583 Eh
total charge: +1
maximum force: 4.5 eV/Å
LUMO energy: -4.506 eV


2.
ORCA calculation (ωB97M-V/def2-TZVPD) on the molecule C4H8Cl2.

XYZ file:
```
14
Properties=species:S:1:pos:R:3:forces:R:3
C -0.831 -1.029 0.706 0.9209 0.6154 -0.5810
C -0.165 0.255 0.228 -0.4934 1.3769 -0.2849
C 1.296 0.356 0.573 0.4497 1.0269 0.9918
Cl 2.318 -0.841 -0.220 0.2970 -0.4529 -0.1706
C -0.389 0.528 -1.283 0.9948 -0.2394 0.3846
Cl -2.090 0.768 -1.676 -0.4331 0.2707 -0.0646
H -0.641 -1.153 1.773 -0.4096 -0.0460 0.0114
H -1.878 -0.902 0.434 -0.0512 -0.7138 0.3183
H -0.313 -1.842 0.179 -0.6139 -0.1188 0.0981
H -0.603 1.138 0.770 0.1104 -0.6964 -0.3992
H 1.739 1.344 0.359 -0.3807 -0.3502 -0.3462
H 1.412 0.284 1.665 0.0267 -0.4519 -0.3257
H 0.206 1.397 -1.605 -0.4688 -0.1261 0.1605
H -0.061 -0.306 -1.903 0.0512 -0.0944 0.2076
```
Positions in Å, forces in eV/Å.

Values from the calculation:
structure (SMILES): CC(CCl)CCl
ΔE to the lowest compared entry with this formula, charge and spin: 20.12 kJ/mol
frontier orbital gap: 0.42112 Eh
maximum force: 1.5 eV/Å
LUMO energy: 0.875 eV


3.
ORCA calculation (ωB97M-V/def2-TZVPD) on a structure of composition C4H8Cl2S.

XYZ file:
```
15
Properties=species:S:1:pos:R:3:forces:R:3
C 0.734 0.974 0.686 0.5100 -0.0178 1.3758
C -1.048 -0.674 -0.152 0.7147 -0.1047 -2.4627
C 1.473 -1.049 -0.509 -0.2751 -0.4662 0.4628
C 0.346 -0.075 -0.308 -0.6711 1.1912 -3.5037
S 0.087 0.979 -2.450 0.3272 -0.9538 1.9920
Cl 2.927 -0.474 -1.259 0.6102 0.5802 -0.6668
Cl 0.961 -2.578 -1.316 0.5555 0.3582 0.5132
H 0.044 1.806 0.733 -0.1065 0.2334 -0.3688
H 1.789 1.348 0.599 -1.0763 -0.4026 -0.0880
H 0.611 0.503 1.722 0.3480 0.3624 -1.1527
H -1.153 -1.529 -0.874 0.3828 0.2544 1.4191
H -1.080 -0.905 0.903 -1.1586 -0.2767 0.2206
H -1.786 -0.047 -0.692 0.1661 0.4066 1.6013
H 1.840 -1.150 0.513 -0.2909 -1.2776 0.1160
H 0.489 0.004 -3.306 -0.0359 0.1130 0.5421
```
Positions in Å, forces in eV/Å.

Values from the calculation:
ΔE to the lowest compared entry with this formula, charge and spin: 54.98 kJ/mol
frontier orbital gap: 0.31566 Eh
maximum force: 3.8 eV/Å
LUMO energy: -0.255 eV


4.
ORCA calculation (ωB97M-V/def2-TZVPD) on a cluster of 2 separate species, C4H8Cl2S in total.

XYZ file:
```
15
Properties=species:S:1:pos:R:3:forces:R:3
C 0.793 1.275 -0.236 -2.1218 1.3068 0.5826
C -0.904 0.105 1.193 2.5902 -1.3182 -2.3560
C 0.923 -1.206 -0.176 1.1537 -0.6279 0.5793
C 0.077 0.028 -0.024 -0.8274 -2.4498 1.0120
S -1.752 -0.549 -2.063 1.3960 1.3629 2.5376
Cl 1.691 -1.343 -1.758 0.4701 0.5192 -0.4881
Cl 0.092 -2.717 0.044 -0.7293 -0.6613 0.6546
H 1.736 1.284 -0.665 1.5332 -0.4506 -1.2467
H 0.862 1.875 0.682 -0.2670 -0.2107 -0.0289
H 0.027 1.729 -0.858 0.3918 1.1282 -0.4879
H -1.526 -0.740 1.286 -1.0547 -0.6183 -0.1645
H -0.278 0.143 2.045 0.8774 0.0062 1.1421
H -1.309 1.044 1.089 -1.7638 1.9069 0.0384
H 1.809 -1.261 0.568 -1.5056 0.6503 -0.9132
H -2.241 0.335 -1.126 -0.1428 -0.5437 -0.8613
```
Positions in Å, forces in eV/Å.

Values from the calculation:
ΔE to the lowest compared entry with this formula, charge and spin: 168.74 kJ/mol
frontier orbital gap (spin up / spin down): 0.26251 / 0.26276 Eh
maximum force: 3.7 eV/Å
LUMO energy (spin up / spin down): -1.433 / -1.428 eV


5.
ORCA calculation (ωB97M-V/def2-TZVPD) on a structure of composition C4H8Cl3GeIrOSSe4.

XYZ file:
```
23
Properties=species:S:1:pos:R:3:forces:R:3
Ir 0.377 0.106 0.388 -0.1977 -1.0978 -0.8150
Se 2.622 -0.662 0.215 -0.2480 0.6819 -0.0898
Se 3.823 0.387 1.866 0.3806 -0.1736 -0.0521
Se 2.353 0.569 3.560 0.0499 0.1139 0.5557
Se 0.293 -0.003 2.664 -0.0889 0.1306 0.1676
Cl 1.761 3.414 1.445 0.0634 0.1156 0.0329
Ge 0.548 2.421 -0.005 0.2863 0.0710 0.3149
Cl -1.331 3.448 0.100 -0.1461 0.0314 -0.0500
Cl 1.373 2.889 -1.904 0.0166 -0.1255 -0.1900
O -1.634 -0.233 0.004 -0.3242 0.4873 0.2101
S -2.877 0.567 0.525 0.2949 -0.2962 -0.0302
C -3.886 0.866 -0.932 -0.0825 0.1586 -0.0370
C -5.305 0.598 -0.447 0.0389 -0.0939 0.0869
C -5.239 -0.746 0.284 -0.0159 0.0700 -0.0226
C -3.999 -0.702 1.185 -0.0983 -0.0709 -0.0108
H -3.553 0.145 -1.682 0.0058 -0.0032 0.0065
H -3.700 1.882 -1.274 0.0169 -0.0207 -0.0220
H -6.010 0.586 -1.276 0.0306 0.0118 -0.0309
H -5.617 1.389 0.240 -0.0395 0.0070 -0.0342
H -5.148 -1.559 -0.436 0.0107 0.0110 -0.0142
H -6.138 -0.921 0.872 0.0212 -0.0487 0.0173
H -3.430 -1.631 1.210 0.0241 0.0205 0.0131
H -4.230 -0.402 2.206 0.0013 0.0200 -0.0062
```
Positions in Å, forces in eV/Å.

Values from the calculation:
ΔE to the lowest compared entry with this formula, charge and spin: 34.76 kJ/mol
multiplicity: 2
frontier orbital gap (spin up / spin down): 0.23088 / 0.21639 Eh
total charge: +1
maximum force: 1.4 eV/Å
LUMO energy (spin up / spin down): -5.262 / -5.958 eV


6.
ORCA calculation (ωB97M-V/def2-TZVPD) on a structure of composition C4H8Cl8.

XYZ file:
```
20
Properties=species:S:1:pos:R:3:forces:R:3
C 3.875 0.098 0.338 1.0107 -1.0509 -0.5195
Cl 2.309 -0.637 -0.032 6.1867 2.3169 -3.5419
Cl 3.810 0.764 1.959 0.1418 0.3879 0.0856
H 4.591 -0.724 0.330 -0.0783 0.0261 0.3110
H 4.268 0.789 -0.408 -0.7053 0.3859 0.2032
C 0.273 -1.037 0.707 -1.8936 -0.7702 3.4105
Cl -1.327 -0.807 1.541 8.7960 -4.5996 2.1189
Cl 1.152 -2.466 1.373 -1.5138 -0.9404 0.8112
H 0.221 -1.151 -0.376 -0.9032 -0.1754 0.3593
H 0.816 -0.130 0.976 -1.5752 -0.7011 0.5197
C -0.747 0.888 -1.823 -0.6372 -0.5083 -0.9153
Cl -2.513 0.696 -1.827 0.8191 -0.1620 -5.8940
Cl -0.319 1.680 -0.343 1.2019 1.2565 -0.1181
H -0.210 -0.060 -1.842 -0.4094 -0.0401 -0.1377
H -0.569 1.390 -2.774 0.5192 0.5032 0.5946
C -2.988 0.038 0.475 -4.3105 2.0984 0.2108
Cl -3.248 1.821 0.381 -0.9734 0.5948 2.1108
Cl -4.516 -0.767 0.048 0.1631 -0.2600 -0.0864
H -2.182 -0.228 -0.209 -1.3860 -0.1085 1.0300
H -2.695 -0.157 1.507 -4.4527 1.7468 -0.5529
```
Positions in Å, forces in eV/Å.

Values from the calculation:
ΔE to the lowest compared entry with this formula, charge and spin: 847.70 kJ/mol
frontier orbital gap: 0.34293 Eh
maximum force: 10.1 eV/Å
LUMO energy: 0.213 eV